An isolated ion of composition C5H6N3O2 and charge +1, computed with ωB97M-V/def2-TZVPD.

## Properties
Charge   +1
HOMO level   -15.04 eV

Each line ends with the Löwdin charge.
Cartesian coordinates (Å):
N1 1.60 -1.07 -0.56  0.190
C1 0.61 -1.76 -0.25  -0.052
N2 -1.48 1.53 -0.39  0.254
H1 -2.40 1.18 -0.46  0.093
H2 2.42 2.12 0.38  0.196
C2 -0.71 0.70 0.11  -0.347
H3 -0.63 -2.44 1.34  0.126
C3 0.80 1.10 0.18  0.028
H4 0.31 -2.52 -1.07  0.178
O1 -1.08 -0.46 0.71  0.036
O2 3.07 0.45 0.41  0.187
C4 2.01 0.06 0.10  -0.394
C5 -0.22 -1.53 0.98  -0.127
H5 0.87 3.15 0.59  0.180
H6 0.43 -1.42 1.90  0.162
N3 1.32 2.25 0.42  0.289

***

C37H94CdF3O13 as an isolated structure, computed with ωB97M-V/def2-TZVPD.

## Properties
Charge   +1
HOMO level   -11.06 eV

Each line ends with the Löwdin charge.
Cartesian coordinates (Å):
H1 2.90 -5.40 -1.61  0.066
H2 -5.25 3.26 -4.36  0.127
H3 -7.40 2.39 -6.32  0.079
C1 -5.78 2.51 -4.94  -0.507
H4 7.37 2.93 -4.67  0.115
H5 7.62 -4.27 -1.86  0.072
H6 -5.28 1.41 -6.50  0.092
C2 -3.89 -4.86 4.84  -0.489
H7 -7.17 6.70 2.23  0.079
O1 2.58 -1.41 4.84  -0.066
H8 -6.04 -5.10 4.63  0.069
H9 7.98 -3.30 -0.45  0.074
H10 -7.04 3.84 1.05  0.129
C3 7.79 2.69 -5.65  -0.489
H11 9.05 3.82 -7.05  0.081
H12 -7.73 3.49 -5.01  0.077
H13 3.24 5.73 4.67  0.133
H14 -0.83 -0.12 -5.53  0.086
H15 7.86 -3.30 -4.02  0.073
C4 -7.65 5.74 2.03  -0.038
H16 1.80 -2.61 3.43  0.134
C5 -6.59 4.71 1.53  -0.472
C6 -8.06 -2.28 0.27  -0.518
O2 8.11 -2.39 -3.81  -0.077
H17 -6.06 -2.80 -0.19  0.081
H18 1.43 -5.55 0.44  0.130
H19 0.39 -5.64 -2.38  0.076
H20 -8.03 -1.58 -0.56  0.130
C7 2.72 -2.52 4.02  -0.501
H21 5.39 4.28 3.91  0.080
H22 -3.22 -5.75 2.98  0.082
O3 0.49 2.06 -0.81  -0.126
H23 3.46 -6.55 -0.47  0.074
H24 -8.24 5.49 2.91  0.076
O4 -0.24 1.80 5.63  -0.056
C8 -3.31 -4.76 3.43  -0.050
O5 8.77 1.70 -5.54  -0.047
H25 -8.64 -1.11 2.09  0.068
H26 8.69 -1.38 -2.13  0.126
H27 10.66 -2.81 -1.61  0.080
C9 10.10 -2.92 -2.53  -0.069
C10 0.25 -5.46 -1.32  -0.066
O6 -4.87 2.01 -5.87  -0.060
C11 3.51 5.39 3.67  -0.486
H28 0.16 0.37 7.86  0.081
H29 0.90 -0.48 -6.00  0.090
H30 2.50 1.33 -2.12  0.076
F1 -0.69 -0.34 0.80  0.170
H31 -2.69 -0.08 7.02  0.082
H32 -7.10 -0.70 1.51  0.063
H33 6.07 1.28 -5.88  0.065
H34 -6.52 0.52 -4.57  0.077
H35 -0.80 1.61 -7.61  0.090
H36 3.59 0.92 -0.70  0.090
H37 7.86 4.83 -6.27  0.070
H38 4.54 3.93 2.46  0.077
H39 2.93 -4.61 4.71  0.077
H40 -9.92 -2.30 0.59  0.091
H41 -6.73 3.98 -6.39  0.077
H42 -1.02 1.14 8.77  0.082
F2 -1.14 -0.29 -1.23  0.157
C12 6.56 2.08 -6.44  -0.049
H43 3.47 -1.22 5.15  0.090
C13 -0.36 1.33 7.92  -0.060
C14 1.29 -6.17 -0.45  -0.495
H44 6.94 1.78 -7.41  0.077
C15 8.51 3.97 -6.11  -0.049
H45 1.91 4.32 3.69  0.080
H46 3.95 -3.45 5.47  0.076
H47 3.95 -1.51 2.51  0.071
C16 2.74 1.49 -1.07  -0.060
H48 -4.93 4.74 0.55  0.067
H49 3.02 2.54 -1.04  0.072
O7 0.80 -7.42 -0.05  -0.047
H50 0.47 -7.86 -0.84  0.090
H51 -5.16 -6.55 4.31  0.074
F3 -2.65 0.28 0.23  0.158
C17 2.94 -3.60 5.10  -0.056
O8 -9.26 -2.96 0.40  -0.032
H52 -5.09 5.02 3.07  0.092
H53 -5.45 -6.11 5.92  0.080
C18 4.08 6.64 2.93  -0.045
H54 -1.31 -0.48 6.03  0.070
C19 -2.02 0.31 6.26  -0.050
H55 0.28 1.02 5.41  0.081
H56 9.15 4.33 -5.31  0.077
H57 -0.76 -5.75 -1.04  0.079
H58 -1.34 2.22 -5.58  0.080
O9 -1.54 2.84 -1.00  -0.094
H59 5.74 2.77 -6.60  0.059
H60 -8.38 5.95 1.24  0.070
C20 0.46 1.63 -6.00  -0.506
H61 1.34 0.17 -0.40  0.118
H62 -2.35 -4.25 3.45  0.076
C21 -7.02 -3.30 -0.02  -0.076
H63 -3.97 -4.16 2.80  0.072
H64 0.40 0.12 -4.44  0.068
H65 10.62 -2.43 -3.35  0.081
H66 5.15 6.76 3.08  0.076
H67 -6.30 3.80 3.42  0.081
C22 -1.34 0.38 -0.10  -0.549
C23 8.67 -2.42 -2.45  -0.443
H68 -5.50 1.16 -3.25  0.070
H69 3.58 7.53 3.31  0.073
H70 -7.28 -3.87 -0.91  0.084
H71 -2.52 -6.23 5.11  0.085
H72 -7.30 -2.16 2.42  0.071
H73 0.44 2.82 -7.84  0.084
C24 7.73 -3.25 -1.51  -0.057
H74 -1.81 2.37 6.78  0.135
C25 -6.95 3.16 -5.70  -0.057
H75 3.98 -3.30 2.40  0.076
H76 2.19 -3.45 5.87  0.084
H77 0.26 -4.37 -1.24  0.068
C26 -5.68 4.22 2.63  -0.084
H78 0.27 2.21 8.03  0.086
H79 -6.90 -4.00 0.81  0.083
Cd1 -0.21 4.89 -2.80  1.330
C27 4.38 4.15 3.51  -0.057
H80 8.39 0.91 -5.14  0.085
H81 6.70 -2.88 -1.49  0.065
H82 4.86 -2.56 3.62  0.075
C28 1.48 1.24 -0.28  -0.296
O10 -3.00 -5.59 5.65  -0.061
O11 -0.45 2.52 -5.36  -0.118
C29 3.93 -2.45 3.07  -0.056
H83 3.93 6.58 1.85  0.071
H84 0.94 1.26 -8.12  0.092
C30 0.21 0.20 -5.51  -0.042
H85 1.49 1.90 -5.78  0.135
H86 3.84 3.30 3.92  0.073
H87 -4.13 -3.91 5.31  0.132
C31 -7.76 -1.56 1.64  -0.045
C32 -5.18 -5.68 4.96  -0.069
H88 -5.06 3.42 2.24  0.075
C33 0.26 1.81 -7.47  -0.064
H89 2.58 -7.05 -2.02  0.080
H90 -0.72 2.20 0.78  0.156
C34 -1.14 1.52 6.65  -0.527
C35 2.65 -6.37 -1.17  -0.054
H91 10.13 -3.99 -2.72  0.077
O12 2.25 5.03 3.14  -0.075
C36 -0.81 1.90 -0.26  -0.341
H92 -2.51 0.46 5.30  0.073
H93 1.65 1.35 0.79  0.135
H94 -7.23 1.69 -3.50  0.074
C37 -6.29 1.40 -3.97  -0.044
O13 -5.64 5.37 0.68  -0.074

***

C15H30AlF2NO19S2 as an isolated structure, computed with ωB97M-V/def2-TZVPD.

## Properties
Charge   +2
HOMO level   -15.74 eV

Each line ends with the Löwdin charge.
Cartesian coordinates (Å):
O1 3.12 2.19 -3.09  0.070
C1 1.13 -5.47 -1.93  -0.011
H1 2.72 3.20 -1.26  0.111
O2 -2.44 0.19 -2.76  0.154
N1 -0.49 0.66 2.05  -0.157
C2 -4.51 1.35 -1.34  -0.007
H2 3.37 0.86 4.23  0.094
O3 -0.51 2.83 3.59  -0.143
S1 0.22 1.71 3.12  0.492
H3 3.36 -0.85 -5.50  0.102
H4 -1.16 -1.77 -2.14  0.097
O4 4.05 -0.59 2.95  0.083
O5 3.56 1.17 -4.93  0.050
C3 3.31 -1.06 1.98  -0.580
C4 -0.94 1.85 -4.27  0.000
H5 -0.32 2.68 -4.58  0.114
O6 0.22 2.48 0.33  -0.124
O7 0.14 -3.22 0.57  -0.010
C5 -4.83 0.50 2.45  -0.024
O8 2.10 -1.27 1.99  0.078
C6 -2.57 1.66 6.36  -0.002
O9 0.38 -3.03 -1.68  0.002
H6 4.38 -2.63 -0.61  0.112
O10 -3.47 2.06 -1.97  0.052
F1 0.20 0.69 4.33  -0.179
H7 -2.70 2.50 7.04  0.111
H8 1.83 -4.82 -2.47  0.099
H9 -4.79 1.33 1.75  0.080
H10 -4.17 0.33 -1.10  0.101
H11 0.30 -5.52 -2.63  0.107
H12 -4.79 1.72 -0.36  0.082
H13 2.55 -0.70 4.53  0.091
H14 -5.37 1.23 -2.01  0.124
C7 3.35 0.15 -5.91  -0.009
H15 1.42 3.15 -2.44  0.113
O11 -2.65 0.04 4.21  -0.022
H16 -5.74 -0.08 2.34  0.113
C8 0.41 -3.66 -0.53  -0.633
F2 -1.18 0.67 -0.19  -0.127
O12 1.77 0.50 -3.72  0.112
H17 1.60 -6.44 -1.79  0.106
O13 1.60 1.85 2.85  -0.153
H18 2.44 0.30 -6.50  0.104
C9 -3.62 0.72 4.51  -0.585
C10 2.74 1.22 -3.90  -0.568
H19 -1.76 1.91 5.69  0.067
H20 1.86 1.71 -1.54  0.085
O14 0.76 -4.91 -0.67  0.043
C11 3.55 -2.31 0.02  0.006
H21 -2.26 0.77 6.91  0.108
O15 -4.70 0.89 3.80  0.062
H22 -1.43 1.46 -5.18  0.141
C12 3.47 -0.23 4.20  -0.020
Al1 -0.84 -1.89 2.97  1.221
H23 4.17 -0.50 4.99  0.114
H24 4.16 0.26 -6.62  0.106
H25 2.81 -1.85 -0.63  0.095
O16 -2.06 2.36 1.18  -0.123
S2 -0.82 1.73 0.91  0.470
O17 -1.94 2.31 -3.38  0.065
H26 3.16 -3.19 0.54  0.110
C13 -0.16 -1.68 -1.73  0.016
C14 2.28 2.59 -2.05  -0.035
O18 -3.77 1.41 5.62  0.062
O19 4.08 -1.37 0.96  0.065
H27 0.02 -1.32 -0.73  0.069
H28 -4.02 -0.19 2.15  0.086
C15 -2.59 1.37 -2.67  -0.598
H29 0.41 -1.07 -2.44  0.080
H30 -0.38 1.01 -3.84  0.086

***

A 2-piece molecular cluster, C6H11N overall, computed with ωB97M-V/def2-TZVPD.

## Properties
Charge   0
HOMO level   -9.64 eV

Each line ends with the Löwdin charge.
Cartesian coordinates (Å):
C1 0.94 -0.66 0.13  -0.225
C2 -0.33 0.13 -0.05  -0.451
H1 1.01 -1.04 1.16  0.120
C3 -1.48 -0.38 0.80  -0.166
H2 -1.74 -1.25 -1.60  0.077
C4 2.20 0.10 -0.24  -0.101
H3 -1.50 1.62 -0.95  0.082
N1 -0.81 1.11 2.85  0.156
H4 -1.37 -0.65 -1.83  0.065
H5 0.30 1.66 -1.36  0.067
H6 3.08 -0.54 -0.14  0.074
H7 2.33 0.97 0.41  0.087
C5 -1.17 0.42 1.99  -0.238
H8 2.16 0.45 -1.28  0.070
H9 -1.44 -1.46 1.03  0.126
H10 0.81 -1.55 -0.51  0.121
H11 -2.48 -0.14 0.42  0.117
C6 -0.51 1.19 -0.83  0.019

***

C22H28F10N4OPtSSi as an isolated structure, computed with ωB97M-V/def2-TZVPD.

## Properties
Charge   0
HOMO level   -6.94 eV

Each line ends with the Löwdin charge.
Cartesian coordinates (Å):
C1 3.29 2.90 0.15  -0.534
F1 2.91 -0.65 -0.84  0.142
C2 -5.32 -3.20 -1.93  -0.034
C3 3.35 0.39 -0.11  -0.550
C4 -2.88 -1.07 0.02  -0.099
F2 4.66 0.53 -0.38  0.165
H1 -1.39 -3.84 0.81  0.029
H2 -3.34 -2.21 -3.57  0.120
C5 -0.82 3.17 1.77  -0.079
F3 3.22 0.06 1.17  0.179
H3 -2.71 -0.70 1.01  0.103
N1 -2.01 -0.67 -0.92  -0.141
C6 2.11 -3.86 0.18  -0.188
C7 0.52 -1.21 1.99  -0.303
F4 3.67 1.64 -2.59  0.169
F5 2.10 3.11 -2.31  0.144
F6 2.43 3.91 0.41  0.140
H4 -0.45 6.58 -0.72  0.093
N2 -0.51 4.65 -1.56  -0.039
H5 2.24 -2.47 2.12  0.073
H6 2.26 -4.60 -0.61  0.034
H7 -5.25 -3.57 -2.95  0.079
H8 2.65 -2.14 4.50  0.102
H9 0.31 -3.05 -2.75  0.034
C8 -2.19 -1.08 -2.18  -0.130
C9 1.81 -1.64 4.04  -0.094
H10 -0.84 3.77 2.68  0.092
Pt1 -0.29 0.34 -0.37  0.929
H11 0.07 4.81 0.81  0.119
H12 1.12 5.75 -0.82  0.080
C10 2.51 1.67 -0.45  -0.314
H13 3.02 -3.26 0.24  0.027
H14 -0.68 4.35 -2.50  0.115
H15 -0.61 -4.99 -0.28  0.027
H16 0.36 6.38 -2.28  0.094
S1 -1.63 2.32 -1.12  0.654
H17 -0.03 2.43 1.84  0.064
C11 -4.15 -2.33 -1.58  -0.259
F7 4.22 3.39 -0.67  0.165
C12 -0.30 -0.42 2.82  -0.229
H18 -1.62 -3.71 -0.94  0.005
C13 -3.24 -1.91 -2.54  -0.008
H19 1.93 -2.46 -2.37  0.030
C14 -0.08 -0.20 4.16  -0.032
O1 1.30 1.63 0.13  -0.263
C15 2.48 1.85 -2.01  -0.545
C16 -0.82 3.75 -0.62  -0.777
F8 1.61 1.03 -2.59  0.131
H20 0.58 -1.35 -2.32  -0.023
C17 -0.89 -3.94 -0.15  -0.164
H21 -6.24 -2.62 -1.84  0.091
C18 -3.95 -1.89 -0.28  -0.004
N3 0.32 -1.36 0.63  -0.213
N4 -0.59 4.07 0.65  -0.005
H22 -5.39 -4.04 -1.24  0.088
C19 0.99 -0.81 4.79  -0.106
F9 3.88 2.60 1.31  0.178
H23 -1.48 -0.72 -2.91  0.114
H24 -1.77 2.67 1.64  0.062
H25 1.19 -0.63 5.84  0.096
C20 1.57 -1.84 2.69  -0.047
C21 0.88 -2.37 -2.10  -0.180
F10 -1.43 0.14 2.30  -0.024
Si1 0.62 -2.81 -0.29  0.409
H26 -4.63 -2.18 0.51  0.124
H27 -0.78 0.43 4.70  0.114
H28 1.98 -4.40 1.12  0.030
C22 0.17 5.90 -1.32  -0.060

***

An isolated ion of composition C5H12N and charge +2, computed with ωB97M-V/def2-TZVPD.

## Properties
Charge   +2
Expectation value of S²   0.755
HOMO level (spin up / spin down)   -20.03 / -21.19 eV
Multiplicity   2

Each line ends with the Löwdin charge.
Cartesian coordinates (Å):
N1 -1.82 -0.72 0.46  0.225
H1 1.07 -2.01 -1.24  0.136
H2 -1.22 1.35 0.15  0.142
C1 0.41 0.45 1.18  -0.161
H3 -1.42 -0.85 -0.48  0.139
H4 1.69 0.58 -2.18  0.160
C2 -1.07 0.56 0.86  -0.128
H5 0.61 1.27 1.90  0.150
H6 0.15 -1.13 -2.63  0.134
C3 1.32 0.05 -1.32  0.080
C4 0.70 -1.11 -1.70  0.216
H7 0.71 -0.47 1.77  0.162
H8 -1.92 -1.48 1.13  0.194
C5 1.40 0.71 0.06  -0.118
H9 1.37 1.77 -0.27  0.160
H10 -2.79 -0.44 0.33  0.184
H11 2.45 0.50 0.30  0.172
H12 -1.64 0.99 1.70  0.154

***

A 5-piece molecular cluster, CH12NO4 overall, computed with ωB97M-V/def2-TZVPD.

## Properties
Charge   +1
HOMO level   -14.12 eV

Each line ends with the Löwdin charge.
Cartesian coordinates (Å):
H1 4.36 -0.97 -0.76  0.024
H2 -2.25 0.51 1.74  0.106
H3 3.97 -1.33 0.65  0.027
H4 -0.87 -1.34 1.33  0.146
C1 -1.59 0.39 0.88  0.149
H5 -1.78 -0.28 4.30  0.071
O1 1.06 1.48 -3.10  -0.073
H6 1.25 1.98 -3.94  0.072
H7 1.64 1.99 -2.50  0.050
N1 -1.17 -0.78 0.52  0.153
O2 -1.04 -0.31 3.66  -0.057
O3 3.61 -1.08 -0.19  -0.051
O4 -1.50 0.24 -1.92  -0.031
H8 -0.81 0.23 -2.58  0.031
H9 -1.17 -1.25 -0.39  0.141
H10 -1.07 1.28 0.53  0.132
H11 -0.38 -0.78 4.18  0.057
H12 -2.28 0.02 -2.40  0.053

***

C12H17Cl2NSY as an isolated structure, computed with ωB97M-V/def2-TZVPD.

## Properties
Charge   -1
HOMO level (spin up / spin down)   -1.38 / -1.38 eV

Each line ends with the Löwdin charge.
Cartesian coordinates (Å):
H1 -1.81 0.79 4.91  0.097
C1 1.23 2.03 -1.34  -0.194
C2 3.11 0.73 -2.47  -0.207
N1 -2.47 1.47 1.69  0.024
H2 0.21 2.39 -1.54  0.098
H3 2.34 -1.27 -2.25  0.032
C3 -2.30 1.69 3.03  -0.091
H4 3.90 1.30 -1.98  0.105
H5 1.15 1.07 -3.27  0.113
H6 2.17 2.52 -3.23  0.101
C4 1.81 -0.22 -0.47  -0.218
C5 -1.95 -0.68 3.32  -0.054
H7 0.57 1.12 0.54  0.100
H8 3.50 0.41 -3.44  0.105
H9 -3.11 -3.09 -0.85  -0.117
Cl1 0.12 -2.41 -2.91  -0.178
H10 3.73 -0.94 -1.22  0.113
C6 1.19 0.91 -0.34  -0.169
H11 -1.75 -1.53 3.96  0.111
C7 -2.17 -0.88 1.96  -0.129
H12 1.77 2.89 -0.93  0.109
C8 -2.08 -3.27 -0.45  -0.450
H13 1.83 -0.96 0.33  0.035
C9 2.79 -0.51 -1.60  -0.201
H14 -2.40 2.72 3.36  0.115
C10 -1.99 0.62 3.85  -0.093
C11 -2.31 0.23 1.11  -0.748
S1 -2.24 0.18 -0.59  0.593
Cl2 0.65 -3.11 1.40  -0.185
Y1 -0.45 -1.93 -0.53  0.337
C12 1.89 1.62 -2.67  -0.203
H15 -2.05 -4.29 0.02  -0.122
H16 -2.65 2.26 1.08  0.131
H17 -2.22 -1.87 1.50  0.037